(1)
The molecule C2H2O2 at a distorted geometry, computed with the ωB97M-V functional and the def2-TZVPD basis.

Geometry as XYZ:
```
6
Properties=species:S:1:pos:R:3:nbo_charge:R:1
C 0.382 -1.209 2.433 0.640
C -0.263 -0.057 0.316 0.004
O 0.164 -1.099 3.568 -0.519
O 0.107 -0.340 1.476 -0.450
H -1.065 -0.693 0.040 0.153
H 0.384 0.526 -0.354 0.172
```

## Properties
Orbital gap (spin up / spin down)   8.91 / 7.70 eV

(2)
C2H2O2 as an isolated structure at a distorted geometry, computed with the ωB97M-V functional and the def2-TZVPD basis.

Geometry as XYZ:
```
6
Properties=species:S:1:pos:R:3:nbo_charge:R:1
C 1.171 0.029 0.035 1.055
C -0.783 -0.326 0.015 -0.480
O 2.070 -0.630 -0.005 -0.418
O 0.313 0.899 -0.017 -0.471
H -1.212 0.007 -0.865 0.145
H -1.559 0.021 0.837 0.168
```

## Properties
Orbital gap   9.60 eV

(3)
The molecule C2H2O2P2 at a distorted geometry, computed with the ωB97M-V functional and the def2-TZVPD basis.

Geometry as XYZ:
```
8
Properties=species:S:1:pos:R:3:nbo_charge:R:1
C -0.176 1.627 -0.194 0.543
C -0.522 0.446 -0.751 0.129
O -0.371 2.594 0.484 -0.392
O -0.565 -0.004 -1.866 -0.485
P -0.463 -0.733 0.895 0.153
P 1.382 -1.754 0.284 0.135
H -1.261 -1.478 0.116 -0.025
H 1.976 -0.700 1.032 -0.058
```

## Properties
Orbital gap (spin up / spin down)   7.03 / 7.20 eV

(4)
The molecule C2H2O2S2 at a distorted geometry, computed with the ωB97M-V functional and the def2-TZVPD basis.

Geometry as XYZ:
```
8
Properties=species:S:1:pos:R:3:nbo_charge:R:1
C 0.895 -0.380 -0.485 0.094
C -0.618 -0.284 -0.186 0.345
H 1.289 0.600 1.112 0.501
H -2.241 0.893 0.911 0.176
O 1.690 0.317 0.280 -0.632
O -1.384 -1.227 -0.276 -0.482
S 1.427 -1.296 -1.722 0.048
S -1.058 1.378 0.366 -0.049
```

## Properties
Structure (SMILES)   O=C(S)C(O)=S
Orbital gap   8.33 eV

(5)
The molecule C2H2O3 at a distorted geometry, computed with the ωB97M-V functional and the def2-TZVPD basis.

Geometry as XYZ:
```
7
Properties=species:S:1:pos:R:3:nbo_charge:R:1
C 0.591 0.849 0.746 0.672
C -0.657 -0.869 -0.685 0.656
O -0.468 -0.042 0.455 -0.582
O -0.158 -0.604 -1.727 -0.513
O 0.577 1.890 1.351 -0.499
H 1.527 0.403 0.350 0.113
H -1.413 -1.626 -0.490 0.154
```

## Properties
Structure (SMILES)   O=COC=O
Orbital gap   11.82 eV

(6)
The molecule C2H2O3 at a distorted geometry, computed with the ωB97M-V functional and the def2-TZVPD basis.

Geometry as XYZ:
```
7
Properties=species:S:1:pos:R:3:nbo_charge:R:1
C -0.126 0.828 -0.547 0.220
C 0.231 -0.320 -0.498 0.158
O -0.352 2.141 -0.772 -0.647
O 0.828 -1.589 1.302 -0.429
O 0.523 -1.509 -0.159 -0.246
H -1.193 2.377 -0.998 0.493
H 0.089 -1.926 1.672 0.450
```

## Properties
Structure (SMILES)   OC#COO
Orbital gap   9.87 eV

(7)
C2H2O3S as an isolated structure at a distorted geometry, computed with the ωB97M-V functional and the def2-TZVPD basis.

Geometry as XYZ:
```
8
Properties=species:S:1:pos:R:3:nbo_charge:R:1
C -0.591 -0.408 0.288 -0.067
C 0.164 0.214 -0.361 -0.395
O 1.190 -1.310 1.728 -0.903
O 2.553 -0.952 -0.221 -0.864
O 2.338 0.828 1.457 -0.850
S 1.919 -0.434 0.915 2.504
H -1.058 -1.221 0.773 0.261
H 0.722 0.878 -1.115 0.313
```

## Properties
Orbital gap   10.87 eV

(8)
A 2-piece molecular cluster, C2H2O3S overall at a distorted geometry, computed with the ωB97M-V functional and the def2-TZVPD basis.

Geometry as XYZ:
```
8
Properties=species:S:1:pos:R:3:nbo_charge:R:1
C -1.682 -1.050 -0.477 -0.305
C -1.336 0.058 -0.273 0.239
O 2.289 1.171 0.843 -0.869
O 2.408 -0.917 -0.252 -0.841
O -0.415 0.884 0.228 -0.698
S 1.669 -0.118 0.693 1.688
H -2.413 -1.896 -0.704 0.257
H -0.520 1.868 -0.058 0.530
```

## Properties
Orbital gap   10.03 eV

(9)
A 2-piece molecular cluster, C2H2O3S overall at a distorted geometry, computed with the ωB97M-V functional and the def2-TZVPD basis.

Geometry as XYZ:
```
8
Properties=species:S:1:pos:R:3:nbo_charge:R:1
C 1.200 0.553 0.151 0.543
C -0.598 -0.717 0.169 -0.788
O -3.235 -0.541 -0.110 -0.836
O 2.038 0.384 -0.612 -0.433
O -1.710 1.551 0.061 -0.865
S -1.954 0.155 -0.160 1.999
H 1.313 0.888 1.205 0.171
H -0.390 -1.613 -0.302 0.210
```

## Properties
Orbital gap (spin up / spin down)   8.63 / 8.63 eV

(10)
A 2-piece molecular cluster, C2H2O3S2 overall at a distorted geometry, computed with the ωB97M-V functional and the def2-TZVPD basis.

Geometry as XYZ:
```
9
Properties=species:S:1:pos:R:3:nbo_charge:R:1
C 0.791 -0.747 -0.932 -0.390
C -0.988 0.779 0.631 0.085
O 1.519 -2.456 -2.710 -0.878
O -0.566 2.412 2.844 -0.739
O -1.014 -0.359 0.216 -0.476
S 0.460 -2.193 -1.740 1.122
S -0.424 1.037 2.268 0.932
H 1.426 -0.006 -0.548 0.191
H -1.204 1.534 -0.028 0.154
```

## Properties
Orbital gap (spin up / spin down)   8.55 / 6.77 eV